Record 1
C27H23FNO3RuS5 as an isolated structure at a distorted geometry. Source: the OMol25 dataset; level of theory: ωB97M-V/def2-TZVPD.

Computed properties:
Kohn-Sham gap (alpha / beta) in eV: 4.104 / 5.609
Lowest unoccupied orbital energy (alpha / beta) in eV: 4.20 / 4.18
Multiplicity: 2
Energy relative to the best compared isomer or geometry (same formula, charge and spin) in kcal per mole: 0.0
DFT total energy in a.u.: -3508.9291
Net charge: -2

Atoms and positions in Å:
H  -6.132  0.053  4.647
C  -7.624  -0.031  2.343
H  -7.040  -2.068  2.676
C  0.522  -1.861  -1.253
H  -3.373  -0.801  4.483
O  -1.832  0.351  0.410
H  -4.760  -1.736  5.628
C  4.314  -2.341  -1.432
S  0.231  2.544  -0.314
Ru  0.192  0.301  0.704
C  2.972  -2.532  -1.136
H  -6.411  -2.327  5.464
C  4.203  4.243  -0.419
H  0.677  -2.194  0.930
H  -7.871  0.855  2.943
C  -4.102  0.323  0.897
H  2.694  -3.319  -0.445
H  -1.446  -1.214  -1.838
C  1.988  -1.711  -1.684
H  -8.527  -0.294  1.786
C  -3.567  -0.522  3.460
C  -5.723  1.001  -0.752
H  4.020  0.311  -3.503
O  -1.080  -0.819  4.466
H  0.717  -3.976  -0.717
C  2.393  -0.697  -2.546
C  -5.933  -0.823  4.010
C  -5.196  0.041  1.775
C  2.854  2.134  0.374
H  -3.604  1.041  -1.085
C  3.735  -0.503  -2.848
H  -0.249  0.050  -1.996
C  -1.151  -0.329  3.339
C  -7.216  -1.162  3.267
S  4.488  2.743  0.339
H  -0.285  -1.271  -3.186
C  -6.787  0.750  0.087
S  5.411  5.363  -0.755
H  -5.164  -2.819  4.297
F  -6.000  1.467  -2.007
C  -5.533  -1.991  4.906
H  0.124  -3.688  -2.361
H  5.059  -2.982  -0.974
H  -7.805  0.917  -0.241
C  -6.502  0.266  1.388
S  2.527  0.563  1.043
H  -0.939  -3.424  -0.965
N  -4.879  -0.484  3.049
C  -2.509  -0.244  2.669
C  0.448  -1.387  0.207
C  -4.410  0.813  -0.405
H  -7.994  -1.383  4.002
C  4.704  -1.322  -2.289
C  -2.756  0.149  1.299
S  2.559  4.460  -0.788
C  0.087  -3.328  -1.328
H  1.660  -0.030  -2.977
C  1.928  2.953  -0.180
C  -0.412  -1.020  -2.127
H  5.753  -1.149  -2.496
O  -0.155  0.216  2.729

Atoms 1-2, force components in eV/Å:
-0.007 0.018 -0.012
0.014 0.022 0.010

---

Record 2
An isolated ion of composition C57H45N3P and charge +1 at a distorted geometry. Source: the OMol25 dataset; level of theory: ωB97M-V/def2-TZVPD.

Computed properties:
Kohn-Sham gap in eV: 6.444
Lowest unoccupied orbital energy in eV: -2.77
DFT total energy in a.u.: -2704.3816
Net charge: +1

Atoms and positions in Å:
C  1.702  0.981  3.295
H  5.873  -0.016  4.755
H  -8.346  2.984  1.240
H  3.094  -3.469  -3.376
H  -4.621  -0.163  2.299
C  1.154  -3.270  -6.758
N  3.297  -0.384  4.533
H  4.352  -1.645  -5.340
N  2.201  -1.053  -3.967
H  -3.652  5.955  -0.956
H  0.941  -1.132  -6.274
C  0.011  -0.141  1.976
C  3.058  -2.396  5.926
C  0.248  -1.317  2.729
C  -0.876  -0.217  0.751
C  -4.371  2.508  -2.630
C  -5.435  0.517  2.069
C  4.204  -0.571  -5.248
C  1.714  -4.484  -6.351
H  5.574  3.567  7.162
C  -6.584  0.526  2.870
C  -3.912  4.986  -1.408
H  -5.104  3.628  -4.341
C  3.106  1.672  5.835
C  1.981  -2.228  -4.741
C  5.067  0.330  -5.878
H  -6.668  -0.173  3.714
H  0.605  -3.163  -7.689
C  -3.920  2.530  -1.291
C  1.312  -2.121  -5.972
N  -2.301  2.417  2.848
H  2.865  0.586  -2.059
H  -0.349  -2.238  2.589
C  1.122  0.392  -0.780
C  -4.725  3.689  -3.307
C  3.705  2.698  6.543
H  -0.222  -2.157  -3.414
C  -4.451  -0.280  -1.288
H  -4.466  1.550  -3.141
H  -1.402  -1.879  -1.270
C  -2.301  0.819  0.707
C  3.120  -0.103  -4.482
H  -2.884  -2.128  -3.689
H  5.884  -0.074  -6.473
H  2.012  1.558  5.827
H  1.577  -5.371  -6.957
C  -4.576  4.926  -2.650
C  4.984  -3.840  6.271
H  -8.513  1.434  3.192
H  -2.544  -0.128  -2.261
H  5.503  -1.655  3.694
C  3.745  -1.676  4.927
C  -3.715  -1.741  -3.091
C  -7.619  1.422  2.572
H  -5.189  -3.120  -3.864
H  2.113  1.689  -3.779
H  -7.034  -2.252  -2.412
H  -1.611  -1.029  0.856
C  -6.022  -1.835  -2.316
C  2.536  -3.447  -4.323
H  5.580  2.398  -6.218
C  -0.511  -1.274  -1.477
H  2.041  -2.083  6.189
H  3.636  3.265  -4.926
C  5.607  -3.231  5.179
H  2.912  -5.492  -4.857
C  -5.727  -0.869  -1.337
H  -3.016  3.832  0.186
C  1.895  0.103  -1.894
H  6.975  1.826  5.951
C  -2.326  1.697  1.895
C  -7.525  2.286  1.472
C  2.072  -0.238  3.892
C  3.670  -3.464  6.583
P  -3.934  1.055  -0.186
C  5.289  0.782  5.220
C  5.889  1.818  5.911
H  -1.700  1.458  -0.011
C  1.404  -0.784  -2.862
H  1.591  -2.335  4.058
C  4.878  1.711  -5.754
C  0.665  1.040  2.371
H  0.355  2.014  1.943
H  2.219  1.899  3.584
C  3.797  2.189  -5.013
H  1.470  1.172  -0.111
C  -6.395  2.231  0.654
C  5.100  2.778  6.586
H  3.073  3.403  7.108
C  1.318  -1.380  3.596
H  -6.486  -0.564  -0.632
C  3.892  0.745  5.143
H  3.124  -3.959  7.396
H  5.505  -4.590  6.857
C  -3.487  -0.668  -2.224
C  -5.338  1.341  0.931
C  -3.561  3.791  -0.758
H  -6.347  2.875  -0.226
C  2.928  1.295  -4.378
C  -5.006  -2.303  -3.161
C  0.185  -1.473  -2.670
C  -0.057  -0.360  -0.520
H  -4.936  5.843  -3.130
H  6.612  -3.528  4.884
C  2.426  -4.563  -5.147
C  5.001  -2.161  4.501

Atoms 1-2, force components in eV/Å:
-0.431 0.513 0.225
-0.154 0.631 0.224

---

Record 3
C4H2F2O as an isolated structure at a distorted geometry. Source: the OMol25 dataset; level of theory: ωB97M-V/def2-TZVPD.

Computed properties:
Kohn-Sham gap (alpha / beta) in eV: 7.745 / 7.789
Lowest unoccupied orbital energy (alpha / beta) in eV: -2.44 / -2.44
Energy relative to the best compared isomer or geometry (same formula, charge and spin) in kcal per mole: 172.6
DFT total energy in a.u.: -428.2788

Atoms and positions in Å:
F  1.024  1.090  0.573
H  -0.035  -1.936  -0.191
O  0.580  0.909  -1.495
C  -0.166  -0.902  -0.033
C  0.391  0.368  -0.356
H  0.815  1.894  -1.604
C  -1.260  -0.243  0.485
F  0.969  -1.505  1.692
C  -2.317  0.325  0.929

Atoms 1-2, force components in eV/Å:
-0.986 -1.053 -0.128
0.361 -0.784 -0.884

---

Record 4
C6H10NO2OsSe2Te2 as an isolated structure at a distorted geometry. Source: the OMol25 dataset; level of theory: ωB97M-V/def2-TZVPD.

Computed properties:
Kohn-Sham gap in eV: 6.693
Lowest unoccupied orbital energy in eV: -5.37
DFT total energy in a.u.: -5869.2289
Net charge: +1

Atoms and positions in Å:
C  2.650  -0.138  1.374
H  1.780  2.257  2.415
H  2.173  -0.795  2.100
H  2.773  1.188  -1.059
Os  -1.719  -1.565  -1.315
C  0.996  1.706  1.896
N  -0.239  -0.480  -0.420
C  2.328  1.772  -0.254
Se  -1.424  -0.540  -3.335
H  3.437  0.418  1.882
C  -4.271  -0.717  0.150
H  0.286  2.423  1.486
C  0.587  0.112  0.109
C  1.651  0.871  0.788
H  3.107  -0.745  0.593
H  0.483  1.076  2.621
H  1.623  2.484  -0.682
Se  -0.928  -3.752  -1.593
Te  -3.209  -3.449  -2.575
Te  -2.634  -2.189  -4.836
O  -3.079  -1.305  0.079
O  -4.958  -0.772  1.119
H  -4.532  -0.191  -0.786
H  3.120  2.331  0.243

Atoms 1-2, force components in eV/Å:
0.010 -0.004 0.013
0.000 0.006 -0.003

---

Record 5
One molecule with the formula C3H7N3O. Source: the OMol25 dataset; level of theory: ωB97M-V/def2-TZVPD.

Computed properties:
Kohn-Sham gap in eV: 9.131
Lowest unoccupied orbital energy in eV: 0.78
Energy relative to the best compared isomer or geometry (same formula, charge and spin) in kcal per mole: 62.5
DFT total energy in a.u.: -357.9503

Atoms and positions in Å:
H  -0.977  -0.698  0.553
C  -0.255  -0.308  -1.405
N  1.175  -1.263  1.274
N  -0.476  0.048  0.061
H  1.597  -1.066  -1.934
C  1.077  -0.313  0.402
H  1.624  0.640  0.432
H  -1.084  1.544  1.411
O  -1.076  -0.201  -2.279
C  -1.033  1.376  0.332
H  1.988  -1.158  1.871
H  -0.386  2.125  -0.128
N  1.005  -0.649  -1.230
H  -2.028  1.454  -0.113

Atoms 1-2, force components in eV/Å:
0.042 0.114 -0.110
-0.158 0.072 -0.061

---

Record 6
C29H41AsNRuSSi as an isolated structure. Source: the OMol25 dataset; level of theory: ωB97M-V/def2-TZVPD.

Computed properties:
Kohn-Sham gap (alpha / beta) in eV: 6.075 / 6.506
Lowest unoccupied orbital energy (alpha / beta) in eV: -7.71 / -7.29
Multiplicity: 2
Energy relative to the best compared isomer or geometry (same formula, charge and spin) in kcal per mole: 14.9
DFT total energy in a.u.: -4202.1834
Net charge: +2

Atoms and positions in Å:
H  0.732  -2.465  -2.091
H  1.355  -0.848  -1.706
C  -4.018  1.656  0.744
H  -3.969  -4.462  -1.543
C  -2.992  -4.011  0.324
H  3.176  2.283  -0.151
C  -1.130  -4.065  -4.351
H  3.865  -3.332  1.107
H  -0.038  -3.493  1.223
C  2.469  1.798  0.510
C  -2.228  -1.850  -3.083
H  3.016  -2.461  -2.722
H  2.451  -4.438  -1.303
H  -2.259  -3.772  2.346
H  -5.664  -6.309  1.917
H  -1.534  -3.023  -6.183
S  -1.455  1.368  -1.634
C  2.947  1.082  1.622
H  -2.681  -0.991  -2.608
H  -4.666  2.413  1.187
H  -2.525  -1.061  -5.056
As  -3.026  2.517  -0.666
H  -2.764  -0.661  0.092
C  1.409  -1.939  -1.421
H  -0.027  0.076  2.906
C  -2.330  4.162  0.051
H  2.390  -0.090  3.326
C  -3.962  -4.625  -0.472
C  -2.148  -1.889  -4.470
H  -0.840  1.713  1.233
H  2.697  -1.344  0.765
C  -1.204  -4.020  -2.968
H  -3.160  4.832  0.272
H  2.458  -4.359  1.049
H  -4.702  2.039  -2.449
C  -1.748  -2.908  -2.309
C  1.121  1.994  0.328
H  -1.675  4.616  -0.689
C  -1.595  -2.992  -5.103
H  0.497  -4.145  -0.309
H  -5.666  -5.924  -0.522
H  -3.960  -5.231  3.344
H  3.544  -1.585  -1.300
H  -0.717  -4.935  -4.844
Si  -1.723  -2.913  -0.450
C  -3.960  -5.057  2.276
H  -0.840  -4.868  -2.396
C  2.860  -2.362  -1.648
N  0.909  -2.076  -0.016
C  2.031  0.469  2.471
C  -1.830  -1.168  0.307
H  -1.773  -1.353  1.387
C  0.672  0.553  2.230
C  -4.920  -5.449  0.101
H  -4.625  0.853  0.334
H  4.853  1.984  1.958
H  1.709  -2.221  1.916
H  -3.709  3.454  -2.871
C  -3.003  -4.235  1.704
C  0.176  1.343  1.172
H  -5.027  3.616  -1.680
C  3.125  -3.672  -0.912
H  -3.348  1.262  1.504
C  4.419  0.987  1.867
C  2.908  -3.474  0.600
C  -4.918  -5.664  1.472
H  0.770  2.678  -0.432
C  2.076  -2.224  0.891
C  -4.255  2.956  -2.073
H  -1.773  3.963  0.965
H  4.917  0.504  1.023
H  4.134  -4.026  -1.114
Ru  -0.216  -0.216  -0.418
C  0.027  -3.277  0.154
H  4.646  0.428  2.773

Atoms 1-2, force components in eV/Å:
0.021 -0.051 0.000
-0.002 -0.083 -0.151

---

Record 7
C46H67BBr2HfN8O4SSi as an isolated structure. Source: the OMol25 dataset; level of theory: ωB97M-V/def2-TZVPD.

Computed properties:
Kohn-Sham gap in eV: 5.543
Lowest unoccupied orbital energy in eV: -0.95
Energy relative to the best compared isomer or geometry (same formula, charge and spin) in kcal per mole: 35.4
DFT total energy in a.u.: -8441.0673

Atoms and positions in Å:
H  -1.903  5.832  -3.968
Br  0.029  -7.302  -0.754
H  -3.360  -2.352  1.016
H  -2.658  2.662  5.652
H  3.309  -0.088  -2.818
H  -1.929  3.226  -7.384
C  0.841  1.181  -0.771
H  -0.577  5.902  -5.144
Hf  0.206  -0.291  0.775
H  0.182  4.497  -1.318
H  1.682  4.096  -3.246
C  -0.429  -2.538  4.159
C  -1.995  -3.353  -1.886
H  -5.590  -0.127  -3.110
H  -3.376  5.574  -0.324
C  -6.147  2.236  -5.567
H  -0.761  4.492  -4.079
C  -1.847  1.775  3.911
H  1.903  0.924  6.202
H  -3.216  6.612  -1.744
Si  -3.202  2.953  -3.640
H  -5.703  3.126  -1.773
H  -2.139  1.781  -0.461
C  2.597  -0.237  -1.985
C  -4.273  0.586  -5.416
C  -1.305  3.711  -6.633
H  0.235  -3.706  5.797
H  -2.897  3.196  0.210
H  -4.710  6.642  -0.791
C  1.427  -5.425  0.820
H  -1.637  -4.367  3.957
H  -0.810  2.938  -6.046
H  4.230  2.622  1.151
C  -2.753  2.130  0.371
C  -2.662  2.339  2.949
H  -3.495  2.998  3.110
C  0.402  -2.715  5.380
H  2.735  1.886  -3.523
C  -1.900  1.928  5.391
C  1.469  3.304  -2.542
H  -1.996  -0.193  -2.133
C  1.139  -3.013  0.828
H  -0.552  4.317  -7.142
N  1.740  0.736  2.150
C  2.749  -2.562  -2.336
O  -3.139  3.698  -5.123
C  0.329  2.478  -0.614
H  3.201  -0.391  -1.081
H  -6.709  1.614  -6.266
C  -5.307  1.379  -4.623
O  1.493  -1.786  1.191
C  1.767  1.011  -1.831
H  -5.072  3.804  -0.264
H  -2.259  6.320  -6.979
N  -0.385  -1.419  3.404
Br  3.166  -3.966  2.540
H  -4.776  -0.024  -6.167
H  -6.950  0.991  -3.273
H  -2.670  -0.386  -0.503
H  -6.406  4.603  -1.092
H  0.015  0.038  5.081
H  -2.795  -3.357  -2.611
C  2.647  0.338  5.664
N  1.500  0.364  3.444
H  0.157  -1.973  6.139
O  -3.361  4.089  -2.433
H  3.397  -2.433  -3.217
N  -1.128  1.093  1.936
H  -3.467  -1.148  -1.886
C  2.588  0.595  4.198
C  -2.943  5.607  -6.520
H  2.203  -3.496  -2.456
N  -1.247  -1.545  2.343
C  -2.906  -3.193  1.536
N  -0.663  -2.058  -0.396
C  3.669  1.726  0.887
H  -2.151  0.985  5.876
H  -4.478  6.130  -3.808
C  -1.839  -2.731  2.468
H  -6.851  2.839  -4.993
H  -3.636  6.150  -5.881
H  -2.521  -3.898  0.799
H  4.555  1.426  3.660
S  -1.590  1.746  -3.335
H  -5.520  4.710  -3.941
H  -6.027  6.094  -2.956
C  -4.483  4.884  -2.047
C  -2.189  1.871  1.722
C  0.632  3.526  -1.472
H  1.534  -1.151  -4.265
H  -3.733  1.661  0.281
H  -3.517  5.120  -7.307
H  -3.684  -3.708  2.099
H  -1.575  -5.433  -2.022
C  -2.500  -0.912  -1.446
H  -0.942  2.263  5.787
H  2.960  1.978  0.107
C  -1.322  -4.489  -1.561
C  0.438  -5.569  -0.113
H  4.380  0.998  0.495
C  1.770  -4.145  1.288
C  -1.351  -3.396  3.597
H  2.471  -0.711  5.892
H  3.632  0.609  6.036
C  -1.683  -2.129  -1.233
C  3.565  1.116  3.376
H  3.386  -2.641  -1.455
C  0.958  -1.344  -3.347
N  1.826  -1.449  -2.183
N  -0.920  1.027  3.286
C  -5.479  4.048  -1.243
C  -6.197  0.429  -3.825
C  0.052  -3.187  -0.075
H  -3.689  -0.058  -4.758
C  -0.284  -4.446  -0.588
H  1.962  -6.286  1.193
C  -3.913  6.000  -1.172
H  -6.703  -0.280  -4.483
C  2.997  1.195  2.105
H  0.418  -2.281  -3.481
H  -3.576  1.255  -5.916
C  -1.299  5.243  -4.657
C  -5.172  5.490  -3.266
O  -4.704  2.247  -3.670
C  2.043  2.052  -2.706
H  1.461  -2.622  5.137
H  0.238  -0.534  -3.225
H  -0.323  2.704  0.218
H  -5.499  2.905  -6.130
B  0.069  0.003  3.893
C  -2.175  4.567  -5.711

Atoms 1-2, force components in eV/Å:
-0.067 0.060 0.037
-0.001 -0.010 0.000

---

Record 8
C6H7LiO6Rh as an isolated structure at a distorted geometry. Source: the OMol25 dataset; level of theory: ωB97M-V/def2-TZVPD.

Computed properties:
Kohn-Sham gap (alpha / beta) in eV: 8.707 / 5.233
Lowest unoccupied orbital energy (alpha / beta) in eV: -12.32 / -15.47
Multiplicity: 5
Energy relative to the best compared isomer or geometry (same formula, charge and spin) in kcal per mole: 51.1
DFT total energy in a.u.: -800.8579
Net charge: +3

Atoms and positions in Å:
O  2.500  -2.521  1.738
H  -1.707  -0.151  0.563
C  -1.784  1.714  -1.509
C  2.529  -1.297  1.949
O  -1.610  0.323  -1.875
O  -0.399  -1.467  -1.760
H  -0.600  3.030  -0.282
O  1.552  -0.489  1.344
H  -2.086  2.257  -2.407
H  0.016  -1.264  2.245
C  0.274  -0.935  1.225
O  3.225  -0.712  2.793
H  -2.582  1.727  -0.758
H  0.231  2.446  -1.782
C  -0.626  -0.187  0.315
Rh  -1.382  -1.084  -3.345
O  0.145  1.095  -0.258
C  -0.670  -0.391  -1.179
C  -0.446  2.180  -0.959
Li  4.081  -2.524  2.998
H  -0.660  -1.751  0.945

Atoms 1-2, force components in eV/Å:
0.886 0.838 0.468
0.579 0.492 1.016